1.
{"formula": "C30H37N4O5S2", "method": "ωB97M-V with the def2-TZVPD basis set", "total_charge": 1, "e_tot_ev": -69571.3470, "homo_ev": -10.51, "symbols": ["C", "H", "H", "H", "C", "N", "C", "H", "H", "C", "N", "C", "N", "C", "C", "C", "C", "C", "C", "S", "O", "C", "H", "H", "H", "H", "H", "O", "C", "H", "H", "H", "S", "O", "O", "C", "C", "C", "C", "C", "C", "H", "H", "C", "O", "H", "H", "N", "C", "C", "C", "C", "C", "C", "H", "H", "H", "H", "H", "H", "C", "C", "H", "H", "H", "H", "H", "H", "H", "C", "C", "H", "H", "H", "H", "H", "H", "H"], "positions_angstrom": [[6.64214, 0.32731, -0.47919], [6.92837, 0.27810, -1.52586], [5.87403, 1.08571, -0.35909], [7.51634, 0.62684, 0.09313], [6.15776, -1.02245, 0.03413], [4.85247, -1.42433, -0.48468], [4.41235, -2.67514, 0.11300], [5.26106, -3.30909, 0.40268], [3.80558, -3.23812, -0.59926], [3.55671, -2.41889, 1.35725], [2.24538, -1.88579, 1.01130], [2.05953, -0.52543, 0.93129], [0.94534, 0.04308, 1.25616], [0.92361, 1.35914, 0.90752], [-0.17590, 2.23088, 0.97342], [-0.01549, 3.52304, 0.51549], [1.19862, 3.97979, 0.01164], [2.30394, 3.14123, -0.06618], [2.13614, 1.82324, 0.37031], [3.28753, 0.51840, 0.24371], [3.52204, 3.46422, -0.54300], [3.75222, 4.78674, -0.98412], [3.60153, 5.50698, -0.17578], [4.79298, 4.81038, -1.30075], [3.10824, 5.04168, -1.83012], [1.26381, 5.00134, -0.32341], [-0.86577, 4.18446, 0.54487], [-1.42664, 1.83458, 1.45548], [-1.40559, 1.33176, 2.79045], [-0.99171, 2.09265, 3.45526], [-2.44270, 1.14119, 3.05730], [-0.80742, 0.41996, 2.85197], [-3.01667, 1.20842, 0.12246], [-3.91005, 1.33502, 1.21890], [-2.63933, 2.27236, -0.74155], [-2.02654, -0.26734, 0.04524], [-1.09065, -0.35721, -0.96834], [-0.08935, -1.30269, -0.85474], [-0.02381, -2.09524, 0.29050], [-1.08068, -2.11576, 1.19416], [-2.09207, -1.18000, 1.07973], [-2.88212, -1.11069, 1.80840], [-1.05877, -2.79974, 2.02752], [1.25410, -2.78476, 0.67274], [1.41650, -3.97756, 0.72027], [0.69058, -1.35684, -1.59894], [-1.10325, 0.35654, -1.77653], [-4.38894, 0.45078, -1.16897], [-4.60889, -0.92924, -0.85190], [-5.33374, -1.27573, 0.28028], [-5.49202, -2.61247, 0.60525], [-4.93042, -3.59845, -0.18922], [-4.21034, -3.24903, -1.31935], [-4.04943, -1.91596, -1.65340], [-3.49379, -1.64270, -2.53926], [-3.77797, -4.01254, -1.94621], [-5.05842, -4.63778, 0.06776], [-6.05935, -2.88256, 1.48189], [-5.75694, -0.50632, 0.90484], [-3.93564, 0.53267, -2.08072], [-5.58763, 1.31790, -1.15690], [-5.43942, 2.45735, -2.14938], [-6.30293, 3.11249, -2.08095], [-5.38165, 2.07992, -3.16880], [-4.54675, 3.03708, -1.93134], [-6.46487, 0.71071, -1.39924], [-5.69782, 1.70982, -0.14388], [3.38698, -3.36326, 1.87946], [4.04772, -1.71079, 2.02486], [4.72969, -1.39664, -1.93431], [5.66552, -2.33587, -2.69700], [5.52844, -3.36623, -2.37702], [5.45285, -2.27602, -3.76093], [6.70499, -2.06057, -2.54270], [3.69145, -1.65099, -2.17133], [4.89392, -0.36788, -2.25906], [6.05642, -0.96414, 1.12157], [6.91929, -1.78754, -0.18408]], "lowdin_charge": [-0.083, 0.071, 0.039, 0.082, -0.260, -0.302, -0.170, 0.131, 0.126, -0.106, 0.008, -0.503, 0.130, -0.218, -0.206, 0.016, 0.005, -0.286, -0.325, 1.232, -0.085, -0.062, 0.102, 0.099, 0.100, 0.111, 0.129, -0.239, -0.024, 0.118, 0.093, 0.089, 0.830, -0.231, -0.229, -0.294, -0.037, 0.007, -0.117, 0.027, -0.046, 0.128, 0.139, -0.382, 0.130, 0.134, 0.130, -0.074, -0.283, -0.029, -0.050, -0.059, -0.050, -0.019, 0.123, 0.115, 0.113, 0.115, 0.120, 0.151, -0.204, -0.056, 0.090, 0.087, 0.067, 0.139, 0.116, 0.132, 0.125, -0.270, -0.064, 0.074, 0.078, 0.069, 0.109, 0.103, 0.114, 0.119]}



2.
{"formula": "C30H37N5O2S4Ti", "method": "ωB97M-V with the def2-TZVPD basis set", "total_charge": 0, "e_tot_ev": -109716.4991, "multiplicity": 3, "homo_ev": [-4.74, -8.03], "s2": 2.03, "symbols": ["Ti", "O", "C", "N", "C", "C", "C", "C", "C", "C", "N", "C", "C", "C", "C", "C", "N", "H", "H", "H", "H", "H", "H", "H", "H", "H", "H", "C", "C", "S", "C", "C", "S", "C", "C", "S", "H", "H", "H", "H", "H", "H", "H", "H", "H", "H", "H", "H", "C", "C", "N", "C", "C", "C", "S", "N", "C", "O", "C", "C", "C", "C", "C", "C", "H", "H", "H", "H", "H", "H", "H", "H", "H", "H", "H", "H", "H", "H", "H"], "positions_angstrom": [[-0.98000, -0.13679, -0.28847], [2.24195, -1.02578, -2.79199], [1.19554, -0.63845, -2.27658], [0.59418, -1.13916, -1.18944], [1.26785, -2.23279, -0.53006], [0.60491, -2.49766, 0.80196], [1.00876, -3.54274, 1.62264], [0.37283, -3.73503, 2.83442], [-0.65617, -2.87805, 3.20351], [-1.00327, -1.85968, 2.34141], [-0.38555, -1.67091, 1.16775], [0.46336, 0.56618, -2.82541], [0.80701, 1.13148, -4.03601], [0.12332, 2.26178, -4.45365], [-0.86330, 2.79510, -3.63790], [-1.14916, 2.16894, -2.43553], [-0.50789, 1.06850, -2.04547], [2.32727, -1.99698, -0.36208], [1.26097, -3.14589, -1.13544], [1.81021, -4.19364, 1.29897], [0.67125, -4.54666, 3.48524], [-1.18632, -2.99662, 4.13768], [-1.80141, -1.16555, 2.57617], [1.60727, 0.68148, -4.60599], [0.36298, 2.72881, -5.40021], [-1.41693, 3.67851, -3.92446], [-1.91135, 2.53926, -1.76070], [3.64394, 2.28926, -0.43221], [3.03716, 1.04226, 0.20041], [1.35775, 1.13185, 0.85976], [1.33314, 2.47668, 2.06015], [1.35827, 3.91755, 1.54440], [0.16925, 4.21821, 0.21022], [1.13772, 5.22542, -0.93846], [2.53959, 4.74282, -1.30995], [2.68268, 3.00268, -1.80045], [4.62694, 2.01362, -0.81746], [3.80500, 3.06214, 0.31691], [3.70699, 0.69480, 0.99106], [2.97762, 0.24140, -0.54049], [2.14111, 2.33046, 2.78045], [0.39185, 2.29257, 2.58112], [2.35028, 4.17835, 1.18683], [1.14001, 4.57731, 2.38608], [1.21123, 6.25326, -0.57578], [0.51197, 5.24964, -1.83320], [3.24954, 4.92760, -0.50423], [2.88655, 5.34288, -2.15284], [-3.47076, 3.42645, 3.76921], [-2.91438, 2.01807, 3.93926], [-3.62122, 1.02509, 3.14912], [-4.78427, 0.40255, 3.76587], [-4.48089, -0.98245, 4.32301], [-3.30584, 0.71916, 1.84573], [-1.98102, 1.64447, 1.11193], [-4.05626, -0.17848, 1.27063], [-3.86195, -0.75970, 0.08072], [-2.69264, -0.69947, -0.56863], [-4.89269, -1.58071, -0.50218], [-4.68451, -2.23621, -1.72883], [-5.67664, -3.02456, -2.28368], [-6.89905, -3.18516, -1.64128], [-7.11703, -2.53967, -0.42687], [-6.13515, -1.74816, 0.13686], [-2.93953, 4.13224, 4.41115], [-4.53027, 3.46158, 4.02990], [-3.35807, 3.74763, 2.73366], [-2.98432, 1.70856, 4.98555], [-1.85986, 1.99997, 3.66986], [-5.58311, 0.33714, 3.02837], [-5.12180, 1.06692, 4.56407], [-4.19631, -1.65247, 3.51112], [-5.35708, -1.40092, 4.82148], [-3.66627, -0.93769, 5.05023], [-3.73654, -2.11424, -2.23416], [-5.49574, -3.52032, -3.22979], [-7.67238, -3.80210, -2.08021], [-8.06579, -2.65585, 0.08298], [-6.30624, -1.24565, 1.07889]], "lowdin_charge": [0.732, 0.042, -0.517, -0.093, -0.155, -0.232, -0.010, -0.048, -0.040, -0.084, 0.016, -0.200, -0.018, -0.048, -0.044, -0.119, 0.024, 0.126, 0.139, 0.121, 0.111, 0.108, 0.097, 0.125, 0.113, 0.110, 0.098, -0.503, -0.492, 0.843, -0.515, -0.505, 0.827, -0.539, -0.531, 0.903, 0.076, 0.059, 0.084, 0.052, 0.086, 0.029, 0.043, 0.078, 0.075, 0.061, 0.063, 0.070, -0.081, -0.272, -0.149, -0.225, -0.080, -0.689, 0.654, 0.097, -0.383, -0.224, -0.159, -0.035, -0.101, -0.112, -0.102, -0.038, 0.072, 0.071, 0.058, 0.115, 0.067, 0.106, 0.113, 0.061, 0.072, 0.069, 0.102, 0.097, 0.092, 0.096, 0.094]}



3.
{"formula": "C30H37O5W", "method": "ωB97M-V with the def2-TZVPD basis set", "total_charge": -1, "e_tot_ev": -43767.0474, "multiplicity": 3, "homo_ev": [-0.57, -0.48], "s2": 2.02, "symbols": ["C", "C", "C", "C", "H", "H", "C", "H", "H", "C", "H", "H", "C", "C", "C", "O", "O", "O", "O", "C", "H", "H", "H", "C", "H", "H", "H", "O", "H", "H", "C", "C", "H", "H", "H", "H", "H", "H", "W", "C", "C", "C", "H", "C", "C", "H", "H", "H", "H", "C", "C", "C", "H", "C", "C", "H", "H", "H", "H", "C", "C", "C", "C", "C", "C", "C", "H", "H", "H", "H", "H", "H", "H"], "positions_angstrom": [[0.21324, -0.74146, -4.16518], [0.02924, -1.41229, -2.79329], [-0.19159, 0.71914, -4.03634], [-1.02350, 0.86423, -2.72963], [-0.75397, 1.03020, -4.92311], [0.70054, 1.34614, -3.96206], [-1.10764, -0.64814, -2.12206], [0.96337, -1.32987, -2.20748], [-0.23553, -2.47093, -2.95068], [-1.44348, -1.17365, -0.70075], [-2.01737, -0.98107, -2.64785], [-2.04560, 1.17054, -3.00632], [-0.46541, 1.93205, -1.88057], [1.63369, -0.92334, -4.67609], [-0.57378, -1.38060, -5.31282], [-1.10561, -0.77527, -6.22840], [2.61426, -0.99659, -3.94784], [1.69869, -1.05163, -6.01156], [-0.59169, -2.71964, -5.26355], [-1.15136, -3.30258, -6.44308], [-1.02456, -4.37664, -6.32289], [-0.61567, -2.92977, -7.31824], [-2.20655, -3.03691, -6.52781], [3.01147, -1.29163, -6.52006], [3.70437, -0.50210, -6.21359], [2.90180, -1.30501, -7.60284], [3.39410, -2.25189, -6.15713], [-0.81999, -0.67566, 0.48074], [-1.23761, -2.26455, -0.68017], [-2.53794, -1.08102, -0.54921], [-1.41326, 2.61405, -0.96759], [0.92185, 1.72831, -1.41967], [1.61584, 2.46546, -1.82573], [1.33341, 0.74591, -1.69740], [0.93420, 1.82720, -0.32915], [-0.95828, 2.75946, 0.02208], [-2.31731, 2.00288, -0.80785], [-1.71449, 3.58251, -1.39162], [-0.51939, -0.29083, 2.23695], [-2.39884, -0.23277, 3.83546], [-2.94097, -0.41894, 2.52850], [-2.50280, -1.70308, 2.06446], [-3.61452, 0.26141, 2.00769], [-1.57717, -2.22963, 3.01295], [-1.51923, -1.32192, 4.12455], [-0.99442, -1.50679, 5.05616], [-2.63485, 0.59513, 4.49491], [-2.87206, -2.23967, 1.20215], [-1.08742, -3.19894, 2.93932], [2.09946, 0.51660, 2.49144], [1.77974, -0.35630, 3.56093], [1.29166, -1.58757, 3.02037], [1.93004, -0.16229, 4.61694], [1.29876, -1.46529, 1.57387], [1.77772, -0.13546, 1.25771], [2.09787, 0.16554, 0.27369], [2.56773, 1.48781, 2.57374], [1.14582, -2.51601, 3.54622], [1.10285, -2.26052, 0.87317], [-0.55651, 1.90463, 3.22702], [0.08188, 2.17672, 4.53077], [-0.25719, 1.47312, 5.70838], [0.44413, 1.66338, 6.89712], [1.47406, 2.60447, 6.97700], [1.78991, 3.35354, 5.83587], [1.10063, 3.15389, 4.64043], [-0.07731, 2.49960, 2.43396], [-1.62148, 2.19347, 3.25443], [-1.06851, 0.75229, 5.71234], [0.18033, 1.06448, 7.77020], [2.01188, 2.75331, 7.91432], [2.58496, 4.09896, 5.88371], [1.36538, 3.74184, 3.76005]], "lowdin_charge": [-0.253, -0.088, -0.063, -0.259, 0.115, 0.118, -0.193, 0.123, 0.119, -0.194, 0.127, 0.123, -0.450, -0.410, -0.439, 0.097, 0.106, -0.032, -0.031, -0.046, 0.089, 0.095, 0.094, -0.039, 0.097, 0.090, 0.097, -0.436, 0.119, 0.106, -0.164, -0.150, 0.047, 0.055, 0.039, 0.040, 0.047, 0.041, 1.581, -0.194, -0.165, -0.161, 0.114, -0.211, -0.206, 0.113, 0.101, 0.105, 0.113, -0.166, -0.167, -0.222, 0.101, -0.224, -0.158, 0.087, 0.099, 0.099, 0.109, -0.216, -0.319, -0.077, -0.112, -0.124, -0.105, -0.063, 0.030, 0.049, 0.071, 0.093, 0.087, 0.093, 0.108]}